{
  "formula": "C70H179N13O22",
  "method": "ωB97M-V/def2-TZVPD",
  "species": ["C", "C", "C", "O", "C", "N", "H", "H", "H", "H", "H", "H", "H", "H", "H", "H", "H", "C", "C", "C", "O", "C", "N", "H", "H", "H", "H", "H", "H", "H", "H", "H", "H", "H", "C", "C", "C", "O", "C", "N", "H", "H", "H", "H", "H", "H", "H", "H", "H", "H", "H", "C", "C", "C", "O", "C", "N", "H", "H", "H", "H", "H", "H", "H", "H", "H", "H", "H", "C", "O", "C", "C", "N", "C", "C", "O", "C", "H", "H", "H", "H", "H", "H", "H", "H", "H", "H", "H", "H", "H", "H", "H", "C", "O", "C", "C", "N", "C", "C", "O", "C", "H", "H", "H", "H", "H", "H", "H", "H", "H", "H", "H", "H", "H", "H", "H", "C", "O", "C", "C", "N", "C", "C", "O", "C", "H", "H", "H", "H", "H", "H", "H", "H", "H", "H", "H", "H", "H", "H", "H", "C", "O", "C", "C", "N", "C", "C", "O", "C", "H", "H", "H", "H", "H", "H", "H", "H", "H", "H", "H", "H", "H", "H", "H", "C", "O", "C", "C", "N", "C", "C", "O", "C", "H", "H", "H", "H", "H", "H", "H", "H", "H", "H", "H", "H", "H", "H", "H", "C", "O", "C", "C", "N", "C", "C", "O", "C", "H", "H", "H", "H", "H", "H", "H", "H", "H", "H", "H", "H", "H", "H", "H", "C", "O", "C", "C", "N", "C", "C", "O", "C", "H", "H", "H", "H", "H", "H", "H", "H", "H", "H", "H", "H", "H", "H", "H", "C", "O", "C", "C", "N", "C", "C", "O", "C", "H", "H", "H", "H", "H", "H", "H", "H", "H", "H", "H", "H", "H", "H", "H", "C", "O", "C", "C", "N", "C", "C", "O", "C", "H", "H", "H", "H", "H", "H", "H", "H", "H", "H", "H", "H", "H", "H", "H"],
  "coordinates": [[3.077730, -0.224428, 7.482562], [2.882092, 0.848005, 6.379915], [1.641501, 1.715619, 6.502035], [0.526154, 0.881753, 6.181484], [-0.688469, 1.606695, 6.286812], [4.055594, 1.723417, 6.532113], [2.196037, -0.864444, 7.568969], [3.250550, 0.254473, 8.447352], [3.981151, -0.794541, 7.265887], [2.849243, 0.376732, 5.396518], [1.642919, 2.551204, 5.797283], [1.505634, 2.079822, 7.526838], [-0.665184, 2.498884, 5.655244], [-0.993794, 1.722823, 7.328417], [-1.477973, 1.016506, 5.813065], [4.374429, 1.904967, 7.478043], [4.858789, 1.163140, 6.246445], [-1.912147, 3.844597, -4.596924], [-0.397702, 4.096895, -4.689556], [0.078495, 5.528710, -4.881356], [-0.416295, 6.151650, -6.060685], [0.331432, 5.869201, -7.227437], [0.170921, 3.568898, -3.424103], [-2.392252, 4.511561, -3.882452], [-2.171155, 2.801418, -4.414194], [-2.364413, 4.008865, -5.579214], [-0.037740, 3.403911, -5.458124], [1.090778, 5.809126, -4.579926], [-0.445623, 6.110174, -4.109610], [1.175860, 6.562432, -7.263760], [-0.309181, 6.151489, -8.067813], [0.567271, 4.822518, -7.431352], [-0.176276, 4.182638, -2.680203], [1.156358, 3.841077, -3.400655], [-7.781196, -2.011438, 0.172648], [-6.502053, -1.712302, -0.599293], [-6.671396, -1.993556, -2.091972], [-5.402062, -1.793694, -2.676869], [-5.291974, -2.182410, -4.008852], [-6.132755, -0.304908, -0.372054], [-7.765079, -1.708289, 1.219430], [-8.020500, -3.070902, 0.078655], [-8.563360, -1.386083, -0.268133], [-5.756082, -2.410122, -0.199623], [-7.476516, -1.416066, -2.557959], [-7.003220, -3.036585, -2.182353], [-5.971712, -1.617187, -4.661435], [-5.603108, -3.223218, -4.171454], [-4.257367, -2.040317, -4.318536], [-5.239768, -0.205008, -0.841729], [-6.068585, -0.140306, 0.623194], [6.621165, -0.756676, -1.329899], [6.950132, 0.717768, -1.223117], [5.768893, 1.495254, -0.646531], [4.718614, 1.611852, -1.612316], [3.548304, 2.200651, -1.056160], [8.128892, 0.920832, -0.393231], [7.278732, -1.321253, -1.990292], [5.641918, -0.824751, -1.817186], [6.442132, -1.264210, -0.380387], [7.236204, 1.102994, -2.209168], [6.021514, 2.507138, -0.318174], [5.434533, 0.916023, 0.221822], [3.038351, 1.429949, -0.466372], [2.944380, 2.509458, -1.906343], [3.804625, 3.008002, -0.364741], [8.448394, 1.888344, -0.331651], [8.975663, 0.620869, -0.875487], [-2.879058, -2.175126, 0.270200], [-3.372043, -3.203777, 1.137980], [-4.737663, -3.106366, 1.393259], [-5.146731, -3.956378, 2.601671], [-6.559637, -4.050091, 2.918535], [-7.280763, -2.734845, 2.971450], [-8.739643, -2.830171, 3.449477], [-8.873449, -2.664545, 4.846619], [-10.256851, -2.636186, 5.198409], [-1.850545, -2.466262, 0.084016], [-3.011951, -1.204433, 0.753200], [-3.495515, -2.202237, -0.632568], [-5.282341, -3.393856, 0.481595], [-5.076936, -2.071125, 1.539844], [-4.491781, -3.714906, 3.446781], [-4.911271, -4.995077, 2.348743], [-6.786729, -4.459343, 3.815657], [-7.226428, -2.407088, 1.932823], [-6.788298, -2.005253, 3.624578], [-9.101065, -3.824076, 3.163157], [-9.269753, -2.076795, 2.860036], [-10.842312, -1.926979, 4.611920], [-10.310623, -2.409560, 6.260887], [-10.673777, -3.638877, 5.066906], [5.139592, -3.949947, -1.243655], [5.125004, -4.577729, 0.008404], [5.316791, -3.692941, 1.089855], [4.988519, -4.459703, 2.390196], [5.112434, -3.708524, 3.616295], [6.517684, -3.635925, 4.069081], [6.604036, -3.150240, 5.522211], [6.050953, -4.127606, 6.387881], [5.828131, -3.659288, 7.700652], [4.561519, -3.021046, -1.284872], [4.628200, -4.595461, -1.960426], [6.176297, -3.810661, -1.565004], [4.616228, -2.851885, 1.074545], [6.350399, -3.336285, 1.134183], [5.593888, -5.377761, 2.400380], [3.978236, -4.863544, 2.287964], [4.556572, -4.071078, 4.379179], [6.989909, -2.945286, 3.371223], [6.922339, -4.642514, 3.912932], [6.133566, -2.168422, 5.632752], [7.651340, -2.987079, 5.795697], [5.704903, -4.477188, 8.405973], [4.957298, -2.996422, 7.701562], [6.653746, -3.049305, 8.084683], [-3.804285, -0.305688, -5.259898], [-4.113950, -1.649196, -5.504395], [-4.375885, -2.055551, -6.820900], [-4.548209, -3.566077, -6.904419], [-4.875535, -4.025652, -8.254206], [-4.954773, -5.480333, -8.297939], [-5.142630, -5.990907, -9.692591], [-4.105131, -5.674441, -10.614515], [-4.266314, -6.320085, -11.857334], [-2.779368, -0.104421, -5.591256], [-3.716386, -0.174755, -4.179839], [-4.545766, 0.405180, -5.630143], [-3.541874, -1.712057, -7.445432], [-5.313459, -1.593039, -7.149121], [-5.374175, -3.842327, -6.242489], [-3.663798, -4.021635, -6.439572], [-4.066991, -3.774755, -8.819748], [-5.815863, -5.715873, -7.662354], [-4.136725, -5.920405, -7.709308], [-6.083385, -5.574576, -10.069992], [-5.309229, -7.072670, -9.673124], [-3.297868, -6.411273, -12.348625], [-4.871494, -5.720188, -12.544771], [-4.718148, -7.314390, -11.831484], [0.351307, -6.360657, 2.227631], [-0.619001, -5.391754, 2.596594], [-0.377250, -4.177251, 1.935955], [-1.450126, -3.140570, 2.323466], [-1.592418, -2.928374, 3.778354], [-0.558437, -2.092678, 4.371530], [-0.557276, -2.103416, 5.883498], [-0.608283, -3.448039, 6.339589], [-0.974286, -3.577839, 7.690893], [1.370048, -5.973720, 2.197688], [0.086838, -6.872864, 1.297810], [0.292039, -7.167610, 2.960373], [-0.365401, -4.285410, 0.846255], [0.566049, -3.692684, 2.216852], [-2.388124, -3.590702, 1.985581], [-1.296492, -2.170408, 1.869209], [-1.621521, -3.805753, 4.282279], [-0.669491, -1.048422, 4.064470], [0.440964, -2.359170, 4.003459], [-1.431433, -1.559976, 6.265588], [0.285806, -1.587792, 6.350103], [-0.299200, -2.937771, 8.273019], [-0.829183, -4.615557, 7.984517], [-1.985724, -3.276545, 7.981765], [3.761604, 4.432704, -5.425568], [3.239299, 3.373780, -4.641760], [3.209496, 2.153292, -5.372092], [2.769725, 0.992841, -4.487669], [1.304167, 1.028741, -4.285253], [0.880592, 0.071808, -3.279577], [-0.446117, -0.590330, -3.689199], [-0.905947, -1.416156, -2.643132], [-1.668318, -2.532692, -3.040393], [3.494971, 5.430006, -5.080185], [3.476298, 4.293016, -6.470998], [4.856813, 4.484199, -5.433217], [4.226414, 1.835851, -5.642874], [2.694297, 2.279432, -6.326917], [3.357007, 0.983254, -3.562042], [3.014389, 0.037167, -4.956592], [0.904848, 1.947836, -4.134618], [0.742230, 0.597099, -2.327178], [1.586675, -0.738294, -3.086858], [-0.306571, -1.067178, -4.661976], [-1.165492, 0.235242, -3.750478], [-1.067331, -3.116615, -3.752068], [-2.593268, -2.315956, -3.580126], [-1.774879, -3.195997, -2.185590], [3.294088, 3.406027, 3.421355], [2.167039, 4.263260, 3.600746], [0.959479, 3.610964, 3.208187], [-0.179233, 4.623015, 3.296085], [-1.497422, 4.018775, 3.323135], [-2.627407, 4.890420, 3.249531], [-3.843842, 4.134211, 2.802876], [-3.634682, 3.637213, 1.496691], [-4.640344, 2.775899, 0.980390], [4.159520, 4.064408, 3.478987], [3.326219, 2.849084, 2.481147], [3.311437, 2.702773, 4.258762], [0.663321, 2.831553, 3.920691], [1.022994, 3.138572, 2.225108], [0.028705, 5.434551, 2.586800], [-0.113235, 5.056834, 4.300700], [-1.622547, 3.284568, 2.634726], [-2.446250, 5.780981, 2.618439], [-2.668990, 5.454189, 4.193511], [-4.664527, 4.858592, 2.763463], [-4.019240, 3.306250, 3.497992], [-5.661528, 3.126770, 1.149743], [-4.479209, 1.796531, 1.439520], [-4.510502, 2.703307, -0.096850], [5.220489, -0.421864, 3.518249], [6.583487, -0.220691, 3.718870], [7.104825, 0.779844, 2.878278], [8.559357, 1.139991, 3.146957], [9.373774, -0.045594, 3.475058], [9.694972, -0.784192, 2.258322], [10.477861, -2.052098, 2.630356], [9.647551, -2.830465, 3.506334], [10.136952, -4.111288, 3.820737], [4.574259, 0.447890, 3.708787], [4.867991, -1.184728, 4.210521], [4.933115, -0.698672, 2.497755], [6.530834, 1.718249, 2.905411], [6.952466, 0.503847, 1.829540], [8.667413, 1.849949, 3.970011], [8.968052, 1.662927, 2.281576], [8.748663, -0.656237, 3.994189], [10.335009, -0.192290, 1.598630], [8.839292, -1.054556, 1.629611], [11.434232, -1.778765, 3.074676], [10.492210, -2.656963, 1.718999], [10.156301, -4.769320, 2.942052], [9.519611, -4.570137, 4.588009], [11.196101, -4.045854, 4.092181], [-3.784263, 7.679144, -6.311801], [-3.935299, 6.747380, -5.295330], [-4.912798, 7.150033, -4.349751], [-4.743018, 6.238164, -3.130628], [-3.501645, 6.529584, -2.418892], [-3.217453, 5.530910, -1.395081], [-1.890281, 5.925338, -0.711386], [-0.751171, 5.406968, -1.379741], [0.416981, 6.143235, -1.099640], [-4.650734, 7.766214, -6.976827], [-2.944518, 7.383133, -6.947192], [-3.464873, 8.675455, -5.981877], [-5.927032, 7.204571, -4.751392], [-4.642739, 8.151786, -3.991716], [-4.870656, 5.242491, -3.581185], [-5.580985, 6.320047, -2.434261], [-2.810589, 6.406399, -3.158106], [-3.217311, 4.488016, -1.733420], [-3.963029, 5.552184, -0.596752], [-1.843593, 5.639494, 0.344082], [-1.886138, 7.019900, -0.698761], [0.235514, 7.215518, -1.223314], [1.188642, 5.832623, -1.803431], [0.740518, 5.961841, -0.069441], [-3.411595, 0.739923, -2.531058], [-2.851396, 1.320374, -1.361316], [-1.436780, 1.319112, -1.512674], [-0.783282, 2.117064, -0.374780], [-1.241701, 1.686371, 0.958639], [-0.851680, 0.358223, 1.368812], [0.609761, 0.189160, 1.681472], [0.942005, -1.176776, 1.766774], [2.347416, -1.318255, 1.958543], [-2.962146, 1.134346, -3.447409], [-4.490618, 0.833476, -2.640419], [-3.168758, -0.327168, -2.497767], [-1.173898, 1.935922, -2.378758], [-0.961754, 0.334893, -1.556042], [-1.181109, 3.123755, -0.517387], [0.294927, 2.111301, -0.534023], [-2.242859, 1.692346, 0.797058], [-1.181565, -0.444697, 0.690295], [-1.399030, 0.019088, 2.254496], [0.771050, 0.597616, 2.689551], [1.237599, 0.774498, 0.998603], [2.717186, -1.011015, 2.938772], [2.895184, -0.955750, 1.088271], [2.548791, -2.391327, 2.019813]],
  "forces_ev_per_a": [[-1.131, 0.073, -0.495], [0.806, 0.329, 2.044], [-0.723, -1.039, 0.049], [-0.054, 0.335, 0.062], [-0.389, -0.897, -0.795], [1.346, 0.057, -1.435], [0.218, -0.256, 0.043], [-0.179, 0.145, 0.009], [-0.149, -0.222, -0.135], [0.293, 0.124, -0.071], [0.386, 0.143, 0.159], [0.225, 0.227, 0.041], [0.097, 0.454, 0.574], [0.198, 0.584, 0.041], [0.135, -0.306, 0.080], [-1.058, 0.085, 0.411], [-0.014, 0.201, -0.617], [0.052, 0.715, -1.282], [0.475, -1.606, 0.736], [-2.308, 1.339, 0.656], [0.584, -0.737, -0.093], [-0.701, 0.917, -0.626], [0.558, 1.280, 0.318], [-0.035, -0.154, 0.086], [0.488, 0.026, 0.498], [-0.062, 0.473, 0.074], [0.197, 0.345, -0.306], [0.644, -0.791, -0.861], [-0.291, -0.188, 0.178], [0.453, -0.496, -0.060], [-0.038, 0.094, 0.043], [0.333, -0.062, 0.590], [-0.504, -0.500, -0.012], [0.218, -0.421, -0.300], [-0.776, 1.083, -1.655], [-0.826, 0.293, 0.247], [0.205, -0.333, 0.975], [-1.278, -0.099, 1.228], [-2.140, -1.212, 3.752], [-0.158, -0.691, -0.750], [-0.474, 0.853, -1.827], [-0.237, -0.004, 0.263], [-0.262, -0.298, -0.215], [-0.644, 1.196, -1.418], [0.182, 0.504, -0.024], [0.252, -0.228, -0.153], [-0.082, 0.399, 0.373], [0.130, -0.344, 0.256], [-1.576, -1.868, 3.895], [0.195, 0.530, 0.424], [0.393, 0.168, 0.014], [-1.179, -0.081, -0.637], [0.642, 0.557, -0.618], [-0.439, -0.234, -0.423], [0.640, -0.002, 0.325], [0.540, -0.858, 0.059], [1.579, 0.423, 0.729], [0.348, 0.022, 0.338], [0.015, 0.085, -0.152], [0.572, 0.159, 0.198], [-0.843, -0.036, -0.298], [0.350, 0.006, 0.094], [-0.251, 0.142, 0.189], [-0.316, 0.090, -0.009], [-0.161, 0.230, 0.203], [-0.094, 0.310, -0.250], [-1.102, 0.387, 0.223], [-0.381, -1.057, -0.082], [-1.304, -0.888, -0.119], [-4.139, 0.833, -2.609], [-1.546, -0.269, 0.089], [0.913, -1.480, 0.161], [-1.863, 1.770, 0.150], [0.888, -1.058, 0.638], [1.221, -0.639, -0.862], [-0.460, 0.588, -0.411], [0.604, -0.684, 0.357], [-0.064, 0.504, -0.354], [0.272, 0.015, -0.063], [0.284, 0.154, -0.280], [0.358, -1.146, 0.969], [0.522, 0.188, 0.278], [-0.090, 0.420, 0.083], [0.511, 0.046, -0.058], [0.878, -0.554, 0.006], [0.470, -0.770, 2.364], [0.213, 0.131, 0.053], [-0.286, -0.004, -0.107], [-0.494, 0.178, 0.323], [0.131, 0.167, -0.043], [-0.019, 0.205, -0.040], [-0.192, -0.011, -0.133], [-0.107, -0.281, -0.487], [-0.452, 0.104, 0.434], [-0.248, -0.339, 1.199], [-0.321, -0.977, -0.428], [0.308, 0.591, 0.227], [-1.234, 0.156, -0.176], [0.653, -0.217, -0.505], [-0.085, -0.233, -0.014], [0.085, 0.768, -0.107], [0.262, 0.214, 0.344], [0.233, -0.263, 0.085], [-0.078, 0.335, -0.168], [0.144, 0.208, -0.408], [0.069, 0.215, -0.170], [0.336, 0.027, 0.011], [-0.199, 0.351, 0.009], [-0.161, -0.346, -0.271], [0.546, 0.055, 0.431], [0.590, 0.066, 0.431], [-0.366, -0.088, -0.013], [0.168, -0.043, -0.086], [-0.211, -0.225, -0.314], [-0.206, -0.147, 0.196], [0.265, -0.073, -0.193], [0.835, 0.260, -0.114], [3.812, 1.955, -8.111], [0.100, 0.498, -1.191], [-0.374, 0.108, 0.758], [1.177, 0.612, 0.122], [0.040, 0.549, 1.196], [-0.820, -0.408, -0.681], [0.143, -0.399, 0.767], [0.050, 0.405, -0.765], [-0.218, 0.325, -0.522], [-0.679, -0.740, -0.807], [0.033, -0.091, -0.294], [-0.169, -0.122, -0.416], [0.093, 0.187, -0.197], [-0.087, -0.014, -0.078], [0.213, -0.260, -0.296], [-0.204, 0.114, -0.301], [-0.304, -0.377, -0.512], [0.393, -0.251, -0.598], [-0.062, 0.173, -0.027], [0.233, -0.132, 0.106], [0.155, -0.001, 0.279], [-0.235, 0.099, 0.139], [0.021, -0.056, 0.489], [-0.774, -0.745, 0.529], [0.647, -0.115, -0.297], [0.178, 2.157, 0.277], [1.495, -2.136, 2.499], [0.136, 0.575, 0.163], [0.708, 0.050, -0.139], [-0.726, -0.189, 0.540], [-0.518, -0.303, -0.165], [0.870, 0.370, 0.304], [-0.008, 0.168, -0.062], [0.127, 0.440, -0.407], [0.159, 0.183, 0.267], [-0.040, -0.214, -0.170], [0.568, -0.734, 0.065], [2.290, 0.120, 1.622], [0.320, -0.259, 0.083], [0.041, -0.091, -0.143], [-0.202, 0.038, -0.049], [0.144, -0.185, 0.132], [-0.281, -0.106, -0.117], [0.295, -0.010, -0.394], [0.038, -0.154, 0.328], [0.033, -0.011, -0.058], [-0.238, 0.072, -0.603], [0.664, -0.115, -0.423], [-0.217, 0.393, -0.099], [1.451, -0.872, 0.437], [-1.577, 0.740, -0.332], [1.066, -1.344, -0.485], [-0.758, 0.116, 0.202], [0.176, 1.291, 0.516], [0.094, -0.659, 0.069], [1.170, -0.724, -0.827], [-0.694, -0.241, 0.264], [-0.263, 0.275, -0.048], [0.138, -0.555, 0.176], [0.289, 0.534, -0.135], [-0.562, -0.139, 0.184], [-0.039, 0.379, 0.086], [0.012, 0.095, -0.360], [0.293, -0.177, 0.449], [0.071, -0.296, 0.102], [0.364, 0.191, -0.273], [-0.197, -0.333, 0.096], [0.045, -0.154, -0.729], [-0.005, -0.058, -0.117], [-0.123, 0.230, 0.573], [-0.491, 0.279, 0.121], [-0.125, 0.453, 0.842], [-0.420, -0.705, -1.068], [-0.743, 0.242, 0.740], [0.183, 0.159, 1.033], [0.394, -1.141, -0.803], [1.195, 1.502, 0.166], [-0.407, 0.423, 0.105], [0.175, 0.389, -0.569], [0.341, 0.096, 0.350], [0.144, -0.186, 0.038], [-0.334, 0.156, -0.210], [0.304, -0.124, -0.116], [0.410, -0.321, -0.020], [0.185, 0.153, -0.188], [-0.510, 0.025, -0.325], [0.505, 0.400, -0.099], [0.460, -0.004, -0.341], [-0.078, -0.393, -0.809], [-0.927, -0.653, 0.385], [-0.367, -0.323, 0.322], [-0.317, 0.034, 0.044], [0.020, 0.103, 0.320], [-0.408, -0.235, -0.097], [0.252, -0.063, 0.036], [-1.221, 0.091, 0.151], [0.403, 0.440, 0.340], [-0.407, 1.064, -1.217], [0.222, -0.585, 0.796], [-0.347, 0.330, -0.898], [0.681, -0.652, 0.352], [-1.892, -0.320, -0.464], [-0.117, 0.567, 0.465], [0.804, 0.149, -0.840], [0.484, 0.493, 0.193], [0.191, -0.216, -0.251], [0.516, -0.361, -0.120], [-0.266, -0.002, 0.613], [0.378, -0.525, -0.021], [-0.315, -0.093, 0.167], [-0.045, -0.190, -0.167], [0.248, -0.039, 0.300], [0.105, 0.184, 0.167], [-0.254, -0.075, 0.198], [0.169, -0.352, 0.016], [1.035, 0.098, -0.205], [-0.356, -0.008, -0.135], [0.067, 0.177, 0.125], [-0.068, -0.054, 0.579], [0.992, 0.453, -1.264], [-0.483, -0.172, 0.301], [0.924, 0.641, 1.333], [-1.215, 0.016, -0.636], [-0.409, -0.954, -1.080], [0.915, 0.269, 1.017], [-0.585, -0.091, 0.345], [-0.334, 0.423, -0.406], [-0.076, 0.071, 0.206], [-0.230, 0.025, 0.270], [-0.101, -0.420, 0.111], [-0.442, 0.036, 0.445], [-0.027, -0.390, -0.130], [-0.158, 0.228, -0.200], [0.601, -0.440, 0.422], [-0.053, 0.321, -0.042], [0.398, 0.320, 0.244], [0.229, -0.042, -0.211], [-0.226, 0.257, -0.144], [-0.185, -0.410, -0.033], [0.224, 0.085, -0.250], [0.047, 0.018, -0.035], [0.059, -0.064, 0.091], [0.148, 0.014, -0.013], [0.624, -0.371, 0.610], [-0.218, 0.027, -0.359], [1.082, 1.068, 0.668], [-1.371, -0.245, -0.181], [0.357, 0.420, -0.209], [-0.678, -1.546, -0.243], [-0.070, 0.646, 1.115], [0.962, 0.288, -0.543], [-0.618, -1.653, 0.019], [0.141, 0.491, 0.414], [-0.079, 0.323, 0.617], [-0.162, -0.038, -0.079], [-0.019, -0.534, -0.336], [-0.904, 0.049, -0.004], [0.435, 0.232, 0.291], [0.068, 0.041, 0.267], [-0.160, -0.005, 0.661], [0.622, 0.391, -0.569], [-0.145, 0.679, 0.283], [0.173, 0.371, -0.072], [0.157, -0.348, -0.242], [-0.187, 0.921, -0.097], [0.207, 0.490, 0.186], [-0.181, -0.130, -0.311]],
  "e_above_lowest_kcal_mol": 211.4,
  "total_energy_ev": -139885.5492,
  "gap_ev": 7.6
}